(1)
The following is a quantum chemistry calculation of a cluster of 2 separate species, C16H22N4O4 in total in a non-equilibrium geometry, from the Open Molecules 2025 dataset.

Atoms and positions in Å:
O  -3.19424  -3.79471  -2.50182
O  1.05652  -0.88647  5.98153
O  -1.36226  -2.99938  1.55851
O  -3.87427  0.33692  -0.70704
N  0.42206  2.07772  0.48113
N  -2.01315  -3.21018  -0.62553
N  -3.78981  -1.84371  -1.40693
N  -0.41942  1.11868  -0.10632
C  1.73295  2.23417  -0.12617
C  -1.85414  -0.14430  3.94842
C  -1.93154  -2.49872  0.58831
C  2.43872  -1.27813  5.82729
C  -2.24129  -0.16608  1.47427
C  -3.01911  -3.00205  -1.58039
C  -1.32867  -4.47636  -0.74547
C  0.01749  -0.53446  2.46099
C  -1.03605  -0.32960  5.04359
C  -2.51764  -1.15161  0.55699
C  -3.43005  -0.80605  -0.53572
C  0.33427  -0.64025  4.85527
C  -4.81702  -1.57762  -2.38886
C  -1.35792  -0.29717  2.63527
C  -0.63028  1.36870  -1.53484
C  0.86608  -0.70374  3.54475
H  -1.31560  1.15053  0.39231
H  -4.86398  -2.44225  -3.04442
H  1.92380  -0.91492  3.37886
H  3.02873  -0.46369  5.38221
H  -2.94117  0.68078  1.48929
H  2.52809  -2.18565  5.21192
H  -1.68677  1.61861  -1.70583
H  2.39838  1.37985  0.06355
H  -2.04331  -5.29867  -0.63317
H  -0.38994  0.45114  -2.08608
H  -1.41966  -0.26522  6.05999
H  -0.88552  -4.53233  -1.74090
H  0.46699  1.89401  1.47851
H  -5.76936  -1.43715  -1.87158
H  2.77391  -1.47574  6.84571
H  1.64993  2.39608  -1.20109
H  -2.91617  0.07835  4.08041
H  0.40000  -0.60675  1.44208
H  2.17434  3.12635  0.32864
H  -4.57563  -0.67259  -2.95105
H  -0.56675  -4.53179  0.02747
H  0.00661  2.18895  -1.88025

Summary:
spin multiplicity: 1
E_tot: -31097.85945 eV
ΔE to the lowest compared entry with this formula, charge and spin: 360.8 kJ/mol
highest occupied orbital energy: -7.2735 eV
Kohn-Sham gap: 0.236 Eh
SMILES: COc1ccc(C=C2C(=O)N(C)C(=O)N(C)C2=O)cc1.CNNC

Here are the Mulliken charges for atoms 1 to 2, given in e: -0.63, -0.45

---

(2)
The following is a quantum chemistry calculation of a structure of composition C16H22N4O4 in a non-equilibrium geometry, from the Open Molecules 2025 dataset.

Atoms and positions in Å:
O  0.33658  -0.73691  -3.59854
O  -1.78603  3.15494  -6.03816
O  -3.91765  2.77453  -5.85551
O  -0.37843  -3.68993  -1.64315
N  -1.93634  -2.22097  -2.47178
N  1.00043  -0.63452  1.30739
N  1.46293  0.49747  3.98073
N  -2.79723  2.37455  -5.68678
C  -2.50522  1.09864  -4.91483
C  -3.40514  -0.60536  -3.66963
C  -1.07124  -0.21034  -3.78840
C  1.07639  -1.29205  0.17021
C  2.24071  2.06587  5.51752
C  -0.64254  -2.63259  -2.03406
C  -1.84396  -1.12589  -3.42502
C  1.32468  1.09116  2.79526
C  0.49166  -0.51323  -1.06225
C  -3.63335  0.71579  -4.34333
C  -1.29352  0.89144  -4.44977
C  1.34926  1.27969  5.10410
C  1.20608  -1.49400  2.41453
C  0.59903  -1.42036  -2.39274
C  0.55043  -0.66393  3.88734
C  1.68802  0.62392  1.44282
H  -0.27145  1.48314  -4.98795
H  2.16967  -1.28448  -0.10806
H  0.68091  -2.44115  0.23815
H  1.98668  -1.91460  2.75348
H  1.46595  -1.96013  -2.53633
H  2.27466  2.88090  4.72939
H  0.27911  -2.31700  2.32295
H  2.21676  2.43289  6.50405
H  3.24689  1.61786  5.27934
H  -0.41442  -0.37293  3.73279
H  -2.80984  -2.83329  -2.27921
H  1.32036  0.24519  5.99326
H  -0.54155  -0.28583  -0.79770
H  0.19804  1.67135  5.02925
H  2.06915  2.09115  2.91607
H  -4.06086  -1.15645  -3.30305
H  2.89201  0.35213  1.48843
H  0.32128  1.81125  2.63182
H  -4.64998  0.65433  -4.63433
H  0.83472  -1.39453  4.68375
H  1.17114  0.23887  -1.51676
H  1.50520  1.15341  0.61473

Summary:
spin multiplicity: 1
E_tot: -31081.71382 eV
ΔE to the lowest compared entry with this formula, charge and spin: 1918.6 kJ/mol
highest occupied orbital energy: -8.3660 eV
Kohn-Sham gap: 0.274 Eh

Here are the Mulliken charges for atoms 1 to 2, given in e: -0.52, -0.57

---

(3)
The following is a quantum chemistry calculation of a structure of composition C16H22N7ORuS2, from the Open Molecules 2025 dataset.

Atoms and positions in Å:
Ru  0.42945  -0.65491  0.28070
S  0.88723  0.43014  -2.10400
S  2.43325  -0.13466  1.18992
O  1.03147  -2.22613  -1.26725
N  0.94358  2.09109  1.56781
N  3.05877  2.11977  2.43818
N  0.04275  1.27510  0.93780
N  0.38820  -2.61083  1.15600
N  -1.58460  -0.42889  -0.13318
N  2.47721  2.55379  -1.66589
N  0.69256  2.87285  -3.06994
C  2.08022  1.49734  1.78515
C  1.38668  2.09405  -2.26959
C  0.23229  -5.04852  2.44230
C  -4.27450  0.02053  -0.49527
C  -3.71787  -1.19657  -0.83906
C  1.24957  -3.59601  -0.88436
C  0.74917  -3.73874  0.51967
C  -2.11820  0.77809  0.19220
C  -0.04557  -2.68727  2.44047
C  -1.16860  1.73628  0.78074
C  -0.14134  -3.88117  3.10571
C  1.10152  4.22681  -3.46570
C  -1.58115  3.09356  1.20630
C  -3.45845  1.02852  0.02408
C  0.68221  -4.97351  1.13692
C  -2.36093  -1.39262  -0.64332
H  2.84903  3.47128  -1.86484
H  0.98358  -5.86358  0.59885
H  -0.49309  -3.90296  4.12751
H  -0.30469  -1.75345  2.92297
H  1.45923  -2.03821  -2.11646
H  3.08634  1.89770  -1.20731
H  1.20996  4.86217  -2.58693
H  0.32453  4.64247  -4.09838
H  3.94669  1.68283  2.62353
H  2.89435  3.04194  2.81567
H  0.70992  -4.26075  -1.55953
H  -1.87506  -2.32428  -0.89919
H  -2.32744  3.49592  0.52340
H  -0.72628  3.75787  1.26710
H  -0.11401  2.45769  -3.51125
H  0.17461  -6.00591  2.94368
H  -3.87488  1.98821  0.29538
H  2.31358  -3.83307  -0.93871
H  2.03333  4.19425  -4.03122
H  -2.03170  3.04320  2.20378
H  -5.33522  0.19467  -0.62322
H  -4.31771  -1.99610  -1.25122

Summary:
spin multiplicity: 5
charge: +3
E_tot: -53653.63705 eV
highest occupied orbital energy (alpha / beta): -17.7013 / -17.8702 eV
Kohn-Sham gap (alpha / beta): 0.279 / 0.216 Eh

Here are the Mulliken charges for atoms 1 to 2, given in e: 0.61, -0.25

---

(4)
The following is a quantum chemistry calculation of the molecule C16H22O3, from the Open Molecules 2025 dataset.

Atoms and positions in Å:
O  2.67149  -1.99915  1.26936
O  2.30242  -2.14291  -0.91720
O  -3.07856  1.16434  0.27909
C  0.20533  0.15141  -1.05705
C  -1.76222  0.85575  0.13052
C  2.52504  -1.45028  0.20942
C  1.00014  0.35729  0.06248
C  4.52303  1.08469  -0.94089
C  4.73522  0.69909  0.52203
C  -4.34931  -0.58360  -0.88055
C  3.15499  0.49379  -1.31874
C  3.32507  0.73449  1.09846
C  2.48706  0.05750  0.00583
C  0.38404  0.78697  1.23335
C  -1.15593  0.39920  -1.03486
C  -5.02451  -1.11850  0.38346
C  -6.46139  -0.63654  0.54316
C  -0.97065  1.03851  1.26556
C  -3.98876  0.90054  -0.76819
H  -3.43608  -1.15477  -1.06027
H  -4.87556  1.48435  -0.51009
H  5.41619  1.37483  1.03721
H  3.26142  -0.35412  -1.99256
H  -6.91140  -1.08591  1.42518
H  0.96193  0.92452  2.13273
H  5.13363  -0.31426  0.59450
H  -1.44769  1.38115  2.17030
H  5.32000  0.71267  -1.58326
H  -7.05636  -0.91500  -0.32455
H  3.25088  0.20359  2.04554
H  2.53730  1.24228  -1.81436
H  4.49813  2.17138  -1.03169
H  -5.00859  -0.71523  -1.74086
H  0.64953  -0.21966  -1.96803
H  -4.43643  -0.81188  1.25055
H  -3.60164  1.27518  -1.72412
H  2.99780  1.76655  1.22831
H  2.26896  -3.09127  -0.71652
H  -5.01963  -2.21010  0.34594
H  -1.72588  0.23055  -1.93516
H  -6.50303  0.44342  0.65766

Summary:
spin multiplicity: 1
E_tot: -23092.16511 eV
ΔE to the lowest compared entry with this formula, charge and spin: 3.4 kJ/mol
highest occupied orbital energy: -8.3308 eV
Kohn-Sham gap: 0.332 Eh
SMILES: CCCCOc1ccc(C2(C(=O)O)CCCC2)cc1

Here are the Mulliken charges for atoms 1 to 2, given in e: -0.61, -0.43

---

(5)
The following is a quantum chemistry calculation of the molecule C16H22O6 in a non-equilibrium geometry, from the Open Molecules 2025 dataset.

Atoms and positions in Å:
O  -2.64109  2.65762  0.34553
O  2.35949  -1.57045  0.20585
O  -4.73237  2.47359  3.27597
O  2.98379  1.23312  -1.40820
O  -1.09128  0.77964  -1.52074
O  1.86812  -1.34143  -2.04103
C  2.50069  -2.01216  -0.98704
C  -4.05322  3.58820  2.83181
C  3.79305  -3.99741  -0.00701
C  -0.24620  -0.18080  -1.96848
C  2.22132  -4.54400  -1.93132
C  3.17932  -3.40550  -1.35983
C  1.12619  -0.17359  -1.75504
C  1.79537  1.11546  -1.46259
C  0.84840  2.21964  -0.97275
C  -4.58444  1.30508  2.32138
C  4.26863  -3.27778  -2.43942
C  -2.14042  2.24628  1.63488
C  -1.48969  3.06318  -0.45805
C  -3.04432  1.03680  2.08003
C  -0.52721  1.97183  -0.99844
C  -2.45076  3.34402  2.64594
H  -4.52679  4.03776  1.93060
H  -1.88089  3.00649  3.61383
H  -4.18634  4.23697  3.64084
H  4.57620  -4.79654  -0.14456
H  3.91544  -2.94108  -3.38482
H  -2.47892  0.70598  3.00353
H  -2.91181  0.22347  1.36514
H  1.15088  3.23310  -0.73847
H  2.71830  -5.51181  -2.01349
H  -4.95561  0.31458  2.71806
H  -5.02531  1.57267  1.29083
H  4.81142  -2.48115  -2.02760
H  2.90558  -4.33943  0.61984
H  -1.06200  1.99747  1.63801
H  -0.60891  -1.08969  -2.41062
H  -2.05276  4.32938  2.30284
H  1.31272  -4.69912  -1.35824
H  5.02052  -4.09261  -2.52170
H  1.85514  -4.31303  -2.91010
H  -0.86351  3.73864  0.14146
H  -1.96665  3.54132  -1.34095
H  4.30996  -3.20471  0.55414

Summary:
spin multiplicity: 1
E_tot: -29229.71296 eV
ΔE to the lowest compared entry with this formula, charge and spin: 472.1 kJ/mol
highest occupied orbital energy: -9.4833 eV
Kohn-Sham gap: 0.365 Eh
SMILES: CC(C)(C)C(=O)Oc1coc(COC2CCOCC2)cc1=O

Here are the Mulliken charges for atoms 1 to 2, given in e: -0.36, -0.60